--- 1 ---
{"formula": "C4H9NO2", "method": "wB97M-V/def2-TZVPD", "charge": 0, "smiles": "CNC(=O)CCO", "e_lumo_ha": 0.0200, "multiplicity": 1, "homo_energy_ev": -9.7, "species": ["C", "N", "C", "O", "C", "C", "O", "H", "H", "H", "H", "H", "H", "H", "H", "H"], "positions_angstrom": [[-1.023, 3.072, 0.038], [-0.410, 1.725, 0.389], [-0.160, 0.532, -0.264], [-0.711, 0.212, -1.370], [0.201, -0.759, 0.652], [0.927, -1.709, -0.175], [1.217, -3.060, 0.416], [-1.371, 2.892, -1.026], [-1.631, 3.289, 0.874], [-0.218, 3.868, -0.138], [-0.678, 1.568, 1.310], [-0.800, -1.091, 1.090], [0.735, -0.411, 1.629], [1.878, -1.248, -0.615], [0.308, -1.994, -1.005], [0.926, -2.980, 1.284]]}

***

--- 2 ---
{"formula": "C4H9NO2", "method": "wB97M-V/def2-TZVPD", "charge": 0, "smiles": "C[C@@H](O)CC(N)=O", "e_lumo_ha": 0.0252, "multiplicity": 1, "homo_energy_ev": -9.6, "species": ["C", "C", "O", "C", "C", "N", "O", "H", "H", "H", "H", "H", "H", "H", "H", "H"], "positions_angstrom": [[-1.976, -0.094, -0.645], [-0.554, 0.316, -0.301], [-0.514, 1.505, 0.492], [0.149, -0.777, 0.501], [1.659, -0.827, 0.337], [2.253, 0.397, 0.228], [2.277, -1.876, 0.303], [-2.561, -0.238, 0.269], [-1.958, -1.038, -1.201], [-2.473, 0.655, -1.271], [0.005, 0.496, -1.232], [-0.969, 2.203, 0.003], [-0.077, -0.619, 1.564], [-0.229, -1.764, 0.227], [3.257, 0.430, 0.310], [1.712, 1.230, 0.413]]}

***

--- 3 ---
{"formula": "C4H9NO2", "method": "wB97M-V/def2-TZVPD", "charge": 0, "smiles": "CC[C@H](N)C(=O)O", "e_lumo_ha": 0.0296, "multiplicity": 1, "homo_energy_ev": -9.8, "species": ["C", "C", "C", "N", "C", "O", "O", "H", "H", "H", "H", "H", "H", "H", "H", "H"], "positions_angstrom": [[-1.865, -0.696, 0.784], [-0.902, 0.411, 0.284], [0.331, -0.285, -0.392], [0.985, -1.296, 0.449], [1.375, 0.790, -0.633], [2.453, 1.026, -0.187], [0.879, 1.789, -1.561], [-2.137, -1.389, 0.001], [-1.211, -1.237, 1.470], [-2.791, -0.309, 1.197], [-1.308, 0.910, -0.647], [-0.553, 1.118, 1.038], [-0.019, -0.657, -1.430], [1.437, -0.942, 1.284], [1.745, -1.689, -0.115], [1.581, 2.455, -1.542]]}

***

It is 1 that is the least stable of them.

***

--- 1 ---
{"formula": "C4H9NO2", "method": "wB97M-V/def2-TZVPD", "charge": 0, "e_lumo_ha": -0.0062, "multiplicity": 1, "homo_energy_ev": -10.1, "species": ["C", "N", "C", "C", "C", "O", "O", "H", "H", "H", "H", "H", "H", "H", "H", "H"], "positions_angstrom": [[-1.252, -2.151, 0.586], [-1.842, -0.980, -0.086], [1.217, 3.350, 1.337], [-1.039, -0.138, -0.597], [0.483, -0.174, -0.582], [0.981, -1.301, -1.015], [1.019, 0.877, -0.283], [-0.485, -1.959, 1.361], [-2.071, -2.631, 1.128], [-0.990, -2.878, -0.179], [1.796, 2.712, 2.006], [0.788, 4.157, 1.938], [0.476, 2.857, 0.717], [1.946, 3.747, 0.621], [-1.458, 0.645, -1.226], [0.695, -1.268, 0.106]]}

***

--- 2 ---
{"formula": "C4H9NO2", "method": "wB97M-V/def2-TZVPD", "charge": 0, "smiles": "CC(C)=O.C=NO", "e_lumo_ha": 0.0322, "multiplicity": 1, "homo_energy_ev": -9.5, "species": ["C", "C", "C", "O", "H", "H", "H", "H", "H", "H", "C", "N", "O", "H", "H", "H"], "positions_angstrom": [[-2.025, -1.531, -1.380], [-0.714, -0.953, -0.790], [-0.509, -0.940, 0.731], [0.126, -0.451, -1.474], [-2.278, -2.536, -1.166], [-2.868, -0.924, -1.004], [-2.120, -1.324, -2.482], [0.397, -0.370, 1.030], [-0.446, -2.019, 0.835], [-1.405, -0.647, 1.225], [3.532, 2.185, 0.582], [2.418, 1.676, 0.321], [2.313, 0.309, -0.037], [3.368, 3.247, 0.855], [4.547, 1.767, 0.582], [1.524, 0.134, -0.575]]}

***

--- 3 ---
{"formula": "C4H9NO2", "method": "wB97M-V/def2-TZVPD", "charge": 0, "smiles": "[H]/N=C\\C.CC(=O)O", "e_lumo_ha": 0.0188, "multiplicity": 1, "homo_energy_ev": -8.2, "species": ["H", "N", "C", "C", "H", "H", "H", "H", "C", "C", "O", "O", "H", "H", "H", "H"], "positions_angstrom": [[-0.670, -2.498, 0.079], [-0.515, -1.977, -0.781], [-0.766, -0.737, -0.781], [-2.113, -0.144, -1.031], [0.179, 0.029, -0.962], [-2.867, -0.678, -0.451], [-2.356, -0.209, -2.094], [-2.122, 0.908, -0.750], [1.930, -0.084, 1.143], [0.891, 0.832, 0.554], [-0.286, 0.869, 1.010], [1.453, 1.998, 0.132], [2.902, 0.065, 0.670], [1.611, -1.120, 1.024], [2.023, 0.130, 2.210], [0.706, 2.615, 0.027]]}

***

It is 1 that is the least stable of them.

***

--- 1 ---
{"formula": "C4H10NS", "method": "wB97M-V/def2-TZVPD", "charge": 1, "e_lumo_ha": -0.1290, "multiplicity": 1, "homo_energy_ev": -13.5, "species": ["C", "C", "C", "C", "N", "S", "H", "H", "H", "H", "H", "H", "H", "H", "H", "H"], "positions_angstrom": [[1.173, -2.082, -0.251], [0.600, -0.975, -0.616], [1.792, 1.123, 0.647], [-1.610, -0.664, -0.219], [-1.648, 0.701, -0.479], [1.233, 0.556, -0.955], [2.239, -2.091, -0.177], [0.609, -2.972, 0.119], [1.742, 2.187, 0.832], [2.862, 0.803, 1.045], [1.280, 0.554, 1.362], [-2.082, -1.325, -1.035], [-1.271, -0.842, 0.800], [-2.000, 1.014, -1.401], [-0.246, 0.926, -0.588], [-1.924, 1.291, 0.249]]}

***

--- 2 ---
{"formula": "C4H10NS", "method": "wB97M-V/def2-TZVPD", "charge": 1, "e_lumo_ha": -0.1990, "multiplicity": 1, "homo_energy_ev": -14.4, "species": ["C", "C", "C", "C", "N", "S", "H", "H", "H", "H", "H", "H", "H", "H", "H", "H"], "positions_angstrom": [[2.440, -1.133, -0.084], [2.136, 0.175, -0.669], [1.351, -0.308, 0.360], [-0.772, 1.476, 0.688], [-2.790, -0.863, -0.309], [-0.122, -0.168, 0.958], [2.302, -2.028, -0.602], [3.386, -1.326, 0.550], [2.780, 1.008, -0.449], [1.820, 0.260, -1.721], [0.099, 2.229, 0.748], [-1.427, 1.609, 1.569], [-1.487, 1.438, -0.167], [-3.269, -1.165, 0.526], [-3.299, -1.289, -1.079], [-3.146, 0.087, -0.320]]}

***

--- 3 ---
{"formula": "C4H10NS", "method": "wB97M-V/def2-TZVPD", "charge": 1, "e_lumo_ha": [-0.2084, -0.2084], "multiplicity": 1, "homo_energy_ev": [-13.5, -13.5], "species": ["C", "C", "C", "C", "N", "S", "H", "H", "H", "H", "H", "H", "H", "H", "H", "H"], "positions_angstrom": [[1.179, -1.376, -1.442], [1.513, -1.180, -0.152], [0.910, -0.028, 0.497], [1.008, 0.078, 1.981], [-2.593, 0.977, -1.093], [-0.141, 1.087, -0.394], [1.559, -2.279, -1.921], [0.743, -0.525, -1.992], [2.233, -1.885, 0.321], [0.865, -0.907, 2.565], [0.315, 0.717, 2.469], [2.084, 0.272, 2.072], [-2.972, 1.407, -0.240], [-3.299, 0.274, -1.305], [-2.851, 1.615, -1.943], [-0.552, 1.753, 0.578]]}

***

It is 1 that is the least stable of them.

***

--- 1 ---
{"formula": "C4H10NS", "method": "wB97M-V/def2-TZVPD", "charge": 1, "e_lumo_ha": [-0.1380, -0.1621], "multiplicity": 1, "homo_energy_ev": [-12.4, -11.2], "species": ["C", "C", "C", "C", "N", "S", "H", "H", "H", "H", "H", "H", "H", "H", "H", "H"], "positions_angstrom": [[-2.249, 0.686, -0.719], [-1.396, 1.048, 0.478], [-0.025, -0.709, -0.727], [2.484, -0.982, 0.206], [-0.789, 0.540, -0.705], [3.222, 0.423, 0.558], [-2.928, -0.170, -0.714], [-2.732, 1.507, -1.337], [-1.162, 2.103, 0.735], [-1.461, 0.387, 1.392], [-0.410, -1.561, -0.107], [0.389, -0.907, -1.719], [2.096, -1.589, 0.997], [2.786, -1.546, -0.763], [-0.274, 1.207, -1.284], [3.848, 0.613, -0.630]]}

***

--- 2 ---
{"formula": "C4H10NS", "method": "wB97M-V/def2-TZVPD", "charge": 1, "smiles": "CC[NH2+]/C=C/S", "e_lumo_ha": -0.1247, "multiplicity": 1, "homo_energy_ev": -13.3, "species": ["C", "C", "N", "C", "C", "S", "H", "H", "H", "H", "H", "H", "H", "H", "H", "H"], "positions_angstrom": [[-1.238, -1.431, 0.073], [-1.645, -0.027, 0.007], [-0.552, 0.987, 0.341], [0.642, 0.916, -0.469], [1.824, 0.494, 0.152], [3.710, 0.005, 0.032], [-2.067, -1.970, -0.538], [-0.180, -1.432, -0.244], [-1.194, -2.050, 0.931], [-2.516, 0.211, 0.666], [-1.886, 0.330, -1.007], [-0.123, 0.775, 1.334], [-0.978, 1.950, 0.295], [0.513, 0.994, -1.475], [1.645, 0.453, 1.294], [4.044, -0.203, -1.393]]}

***

It is 1 that is the least stable of them.